[1]
94
Properties=species:S:1:pos:R:3:forces:R:3:mulliken_charge:R:1 method="wB97M-V/def2-TZVPD" spin_multiplicity=5 total_charge=-1 relative_energy_ev=0.000 e_tot_ev=-85175.6399 gap_ha="0.2355 / 0.2382" s2=6.018
Rh 1.0326 0.3430 0.3014 0.24 -0.06 -0.25 1.112
C 2.2728 4.0259 -0.1382 -0.01 -0.02 0.00 -1.002
N 1.5988 3.9349 1.1462 -0.02 -0.04 -0.01 0.258
C 0.6801 4.8318 1.6417 -0.02 0.01 0.06 -0.468
C 0.2344 4.3197 2.8103 0.01 0.05 -0.02 -0.401
N 0.8716 3.1234 3.0319 0.01 -0.01 -0.06 -0.010
B 0.5479 2.1779 4.2142 -0.02 -0.01 0.00 0.139
N -0.2710 0.9078 3.7443 -0.01 0.02 0.04 0.448
C -0.4344 -0.1284 4.6350 -0.03 -0.06 -0.01 -1.027
C -1.2686 -1.0399 4.0875 0.05 0.02 0.04 -0.248
N -1.6186 -0.5548 2.8502 -0.04 0.00 0.02 0.335
C -2.4495 -1.2366 1.8756 -0.05 0.00 -0.02 -0.797
C -0.9944 0.6301 2.6423 0.06 0.04 -0.13 -0.025
S -1.1090 1.5010 1.1598 -0.06 0.06 0.09 -0.622
C 1.6921 2.8910 1.9954 0.08 -0.02 0.03 0.011
S 2.6917 1.5153 1.7228 -0.04 -0.06 0.08 -0.544
H 2.0528 5.0028 -0.5644 0.01 -0.01 -0.02 0.288
H 1.9098 3.2357 -0.7986 0.00 0.03 -0.01 0.347
H 3.3473 3.9180 0.0010 -0.01 0.00 -0.01 0.336
H 0.4261 5.7329 1.1150 -0.01 0.02 -0.01 0.403
H -0.4971 4.6922 3.5022 -0.01 0.01 0.02 0.460
H 1.5579 1.7727 4.7363 0.00 0.00 0.00 -0.126
H -0.1464 2.8085 4.9852 0.01 0.00 0.00 -0.214
H 0.0702 -0.1259 5.5836 0.00 0.00 0.03 0.510
H -1.6230 -1.9878 4.4492 -0.01 -0.02 0.01 0.449
H -2.9446 -2.0651 2.3805 0.00 -0.01 -0.01 0.340
H -1.8214 -1.6036 1.0638 -0.04 0.01 0.02 0.054
H -3.1920 -0.5430 1.4851 -0.01 0.00 0.01 0.326
C 4.7717 -4.1928 -2.1389 0.00 -0.01 -0.02 -2.090
C 3.6926 -3.1497 -2.3358 0.00 0.06 0.14 1.542
C 2.8507 -3.4241 -3.5755 0.03 0.01 0.00 -1.211
O 4.4030 -1.9047 -2.4764 -0.08 -0.06 -0.17 -0.391
C 2.8460 -0.0944 -1.9689 -0.11 0.00 0.01 -1.125
C 1.8943 -2.2276 -0.9981 -0.02 0.17 -0.08 0.762
O 2.9524 -3.1558 -1.1499 0.02 -0.05 -0.09 0.017
C 1.0792 -2.6066 0.2721 0.04 -0.01 -0.02 2.528
O 0.1919 -1.5742 0.5195 0.08 -0.03 0.07 -0.504
C 0.2297 -3.8616 0.0419 -0.02 -0.04 -0.02 -0.355
C -0.4884 -4.3456 1.1359 -0.02 -0.01 0.01 -0.498
C -1.3563 -5.4149 1.0091 0.00 0.00 0.00 -0.840
C -1.5248 -6.0347 -0.2247 0.00 -0.01 -0.01 -0.627
C -0.8156 -5.5673 -1.3175 -0.01 -0.01 0.01 -1.076
C 0.0538 -4.4886 -1.1842 0.02 -0.01 -0.01 -0.029
C 2.0135 -2.8694 1.4712 -0.05 0.03 0.04 -0.494
C 1.9974 -2.0131 2.5627 0.02 0.02 -0.04 0.695
C 2.8168 -2.2367 3.6632 -0.01 0.01 0.00 -1.277
C 3.6489 -3.3422 3.6977 0.01 -0.02 0.01 -0.539
C 3.6462 -4.2294 2.6268 0.00 0.01 0.01 -1.109
C 2.8340 -3.9968 1.5297 0.01 -0.02 -0.02 -0.180
C 1.6730 0.8125 -2.5774 0.09 -0.01 -0.08 3.329
O 0.9678 1.3506 -1.5245 -0.10 -0.06 0.06 -1.133
C 2.1915 2.0175 -3.3706 0.01 0.02 -0.03 -0.640
C 3.4979 2.4850 -3.3551 0.03 0.00 0.02 0.120
C 3.8355 3.6811 -3.9793 -0.01 0.00 0.00 -1.023
C 2.8700 4.4298 -4.6310 0.01 0.01 0.00 -0.445
C 1.5572 3.9737 -4.6506 0.01 0.00 0.00 -0.919
C 1.2270 2.7844 -4.0251 -0.01 0.01 0.01 -0.297
C 0.7649 -0.0686 -3.4496 -0.02 -0.01 0.01 -0.080
C 1.0397 -0.3213 -4.7925 0.03 -0.02 -0.01 -0.030
C 0.2294 -1.1674 -5.5368 0.01 -0.01 0.02 -0.962
C -0.8702 -1.7785 -4.9487 -0.01 0.01 -0.01 -0.689
C -1.1715 -1.5043 -3.6219 0.02 -0.01 -0.02 -0.507
C -0.3710 -0.6408 -2.8847 -0.05 -0.08 0.05 -0.552
H 5.4402 -4.2033 -2.9978 0.01 0.00 -0.01 0.431
H 4.3143 -5.1744 -2.0199 -0.02 0.00 0.01 0.331
H 5.3351 -3.9515 -1.2394 0.01 0.01 0.01 0.395
H 3.4813 -3.3794 -4.4630 0.02 -0.01 0.01 0.453
H 2.0469 -2.7007 -3.7110 -0.04 0.04 0.00 0.078
H 2.4145 -4.4191 -3.4911 0.00 -0.01 -0.01 0.392
H 3.5213 0.6330 -1.4951 0.01 -0.01 -0.04 0.853
H 1.2066 -2.2796 -1.8515 0.03 -0.03 0.01 -0.152
H -0.3571 -3.8608 2.0964 0.00 0.00 0.00 0.416
H -1.9031 -5.7702 1.8743 -0.01 0.00 0.00 0.414
H -2.2023 -6.8732 -0.3289 0.00 0.00 0.00 0.380
H -0.9362 -6.0379 -2.2858 0.00 0.00 -0.01 0.441
H 0.5867 -4.1459 -2.0601 0.00 0.00 0.00 0.235
H 1.3303 -1.1631 2.5647 -0.01 0.04 -0.03 -0.316
H 2.7963 -1.5343 4.4874 0.00 0.00 0.01 0.485
H 4.2876 -3.5216 4.5542 0.01 0.00 0.00 0.399
H 4.2796 -5.1085 2.6487 0.00 -0.01 0.00 0.410
H 2.8308 -4.7002 0.7080 0.00 0.00 0.00 0.455
H 4.2832 1.9258 -2.8659 -0.01 -0.01 0.00 0.366
H 4.8633 4.0216 -3.9547 0.01 0.00 0.00 0.409
H 3.1351 5.3594 -5.1193 0.00 0.01 0.00 0.403
H 0.7879 4.5500 -5.1497 -0.01 0.01 -0.01 0.391
H 0.1998 2.4415 -4.0203 0.00 0.01 0.00 0.457
H 1.8936 0.1501 -5.2590 0.05 -0.01 0.01 0.455
H 0.4626 -1.3507 -6.5786 0.00 -0.01 -0.01 0.417
H -1.4954 -2.4502 -5.5247 0.00 0.00 0.00 0.388
H -2.0318 -1.9621 -3.1496 -0.01 0.00 0.00 0.481
H -0.6286 -0.4244 -1.8553 0.05 0.02 -0.01 0.426
O 4.0085 -0.3986 -4.0595 -0.05 0.02 0.00 -0.520
C 3.7368 -0.8145 -2.9698 0.06 0.03 0.11 -0.126
N 2.3113 -0.8545 -0.8713 -0.07 0.09 0.23 -0.345

[2]
187
Properties=species:S:1:pos:R:3:forces:R:3:mulliken_charge:R:1 method="wB97M-V/def2-TZVPD" total_charge=+6 e_tot_ev=-84636.0693 gap_ha=0.1721
C -1.7099 0.3447 1.8764 -1.09 0.77 -0.61 -0.062
C -1.7030 -1.0458 1.1989 2.71 -0.19 -0.86 0.064
O -0.9884 -1.2022 0.1618 -0.35 1.07 0.19 -0.493
O -2.2497 -1.9905 1.7671 -1.53 -0.71 1.32 -0.785
H -2.3477 0.9848 1.2669 -0.27 0.06 -0.42 0.061
H -0.7862 0.9235 1.8789 0.42 -0.62 0.08 -0.168
H -2.2082 0.4151 2.8433 0.33 -0.55 0.26 0.383
C 6.6604 3.2306 2.9531 2.10 -1.44 -1.49 -1.643
C 5.3720 3.4383 3.6846 -0.49 1.37 -0.35 1.207
C 5.1199 4.9794 3.6639 -1.23 0.66 -0.28 -1.148
C 4.5851 5.5964 2.3275 -0.22 -0.45 0.38 -0.814
C 3.2303 4.9097 1.9414 0.93 -0.42 0.23 -1.224
C 3.3805 3.3441 1.7061 -0.47 1.56 0.01 1.438
N 4.3343 2.7179 2.7850 0.27 -7.86 0.24 0.767
O 4.3763 1.3336 2.8429 -0.62 9.09 -0.46 -0.172
C 4.0901 3.2204 0.3100 -0.16 -0.75 -0.15 -1.262
C 1.9615 2.6699 1.7903 1.16 0.06 -0.51 -1.510
C 5.4168 2.9202 5.1117 -0.43 -0.47 0.19 -1.637
H 7.0179 2.2027 2.8915 -0.46 -0.43 0.57 0.419
H 7.5042 3.7395 3.4191 -0.40 0.42 0.24 0.467
H 6.6924 3.4724 1.8908 -0.44 0.71 0.04 0.354
H 6.0078 5.4826 4.0469 0.38 -0.25 -0.53 0.567
H 4.4122 5.3058 4.4260 -0.42 -0.58 0.17 0.371
H 5.3413 5.6065 1.5427 -0.10 -0.56 -0.21 0.360
H 4.4268 6.6676 2.4528 -0.22 -0.05 0.38 0.503
H 2.7581 5.3008 1.0402 0.61 -0.05 -0.48 0.601
H 2.4326 5.1663 2.6384 0.32 -0.42 0.79 0.371
H 4.9951 3.8164 0.1920 -0.01 -0.07 0.50 0.400
H 3.4437 3.5714 -0.4944 -0.49 0.32 0.42 0.383
H 4.3025 2.2021 -0.0154 0.17 -0.24 0.53 0.016
H 2.0905 1.6044 1.6000 -0.42 -0.04 0.28 0.342
H 1.3201 3.0870 1.0139 0.43 0.04 -0.40 0.138
H 1.3898 2.9184 2.6844 0.61 -0.35 0.44 0.455
H 4.4996 3.2155 5.6212 0.16 0.05 0.20 0.437
H 6.2879 3.3642 5.5937 -0.16 0.37 -0.03 0.411
H 5.5671 1.8509 5.2609 -0.12 -0.06 -0.52 0.374
C 0.0928 5.7506 -3.6461 0.27 -0.48 1.35 -1.592
C -1.2716 4.9725 -3.8639 0.35 2.21 -0.27 1.168
C -1.1676 4.1543 -5.1420 0.04 -0.88 -1.16 -1.513
C -0.4474 2.8339 -5.0927 0.77 0.37 0.17 -1.057
C -1.0069 1.9461 -4.0397 -0.21 0.67 0.62 0.131
C -1.0969 2.6032 -2.5816 -0.87 -0.79 -0.73 2.310
N -1.5519 4.1073 -2.6591 -6.16 1.76 3.40 0.739
O -2.5153 4.5347 -1.7767 6.60 -2.78 -5.47 -0.278
C 0.2747 2.5436 -1.9662 2.02 0.61 0.15 -2.444
C -2.1964 1.7984 -1.8669 0.66 0.54 1.25 -1.439
C -2.3863 6.0332 -4.1008 -0.93 -0.21 0.39 -1.645
H 0.1144 6.2933 -2.7011 -0.55 0.16 0.07 0.466
H 0.2950 6.4993 -4.4121 -0.41 -0.37 -0.29 0.446
H 0.9523 5.0910 -3.5264 -0.04 -0.26 -0.56 0.301
H -0.6544 4.7989 -5.8555 -0.20 0.17 0.02 0.555
H -2.1511 3.9425 -5.5616 -0.29 0.32 0.20 0.481
H 0.6177 2.9820 -4.9149 0.21 0.11 0.03 0.362
H -0.5005 2.2745 -6.0267 -0.15 0.35 -0.26 0.585
H -0.3187 1.1010 -4.0252 -0.47 -0.26 0.71 -1.013
H -2.0050 1.6113 -4.3222 0.01 -0.09 0.09 0.671
H 0.7224 1.5499 -1.9511 -0.93 -0.48 0.59 0.524
H 0.4702 3.0706 -1.0322 -0.78 -0.37 0.39 0.425
H 1.0800 2.9811 -2.5563 -0.44 0.63 -0.83 0.527
H -2.3107 2.0688 -0.8172 0.01 0.44 0.01 0.068
H -1.8413 0.7739 -1.7557 -0.11 -0.22 -0.57 0.322
H -3.1776 1.8925 -2.3322 0.23 -0.18 -0.22 0.583
H -2.3393 6.9733 -3.5512 0.22 -0.42 0.56 0.363
H -3.3572 5.5586 -3.9586 -0.10 0.02 0.54 0.474
H -2.5325 6.3852 -5.1220 1.06 -0.43 -0.41 0.408
C 5.7064 -1.6083 1.4521 -0.57 0.02 -0.49 -1.276
C 4.8237 -2.1698 0.2779 0.10 0.63 -0.60 0.831
C 5.1333 -3.6398 0.0126 -1.38 -0.48 -0.76 -1.314
C 4.4558 -4.6687 0.9538 1.75 -0.44 -0.49 -0.693
C 3.5678 -4.0843 2.0100 0.35 0.09 0.83 -1.589
C 2.5714 -3.0674 1.4565 0.38 0.33 1.04 1.676
N 3.3305 -2.0358 0.6631 -4.05 5.73 -3.27 1.246
O 2.5541 -0.9781 0.1676 5.45 -6.64 3.19 0.196
C 1.8034 -2.3317 2.5810 0.90 0.60 -0.03 -2.114
C 1.6336 -3.7506 0.5111 -0.74 -0.72 -1.52 -1.713
C 5.1261 -1.3778 -1.0187 -0.50 1.33 0.56 -0.954
H 5.5955 -2.1667 2.3816 0.02 0.13 -0.12 0.376
H 5.5288 -0.5417 1.5898 -0.17 -0.09 0.15 0.241
H 6.7274 -1.7068 1.0833 0.02 -0.16 0.09 0.474
H 6.2142 -3.7503 -0.0735 0.03 0.11 0.53 0.652
H 4.8196 -3.8190 -1.0158 -0.26 -0.10 -0.10 0.271
H 5.3465 -5.1349 1.3750 -0.52 -0.46 0.65 0.448
H 3.9435 -5.4696 0.4208 0.06 0.23 -0.31 0.379
H 4.1765 -3.7183 2.8368 -0.06 0.63 -0.09 0.422
H 3.0197 -4.8762 2.5204 -0.34 -0.02 -0.27 0.664
H 1.3096 -3.0235 3.2634 0.03 -0.14 -0.31 0.350
H 1.1181 -1.5667 2.2160 -0.15 -0.36 -0.26 0.195
H 2.5844 -1.8115 3.1357 -0.11 0.06 0.42 0.652
H 2.0902 -4.0999 -0.4150 0.48 0.24 -0.12 0.543
H 0.7839 -3.1350 0.2160 -0.16 0.10 0.39 -0.015
H 1.3234 -4.6970 0.9540 -0.23 0.39 0.47 0.507
H 6.1535 -1.4923 -1.3645 0.00 -0.42 0.34 0.492
H 5.0097 -0.3133 -0.8152 0.13 0.16 0.13 -0.031
H 4.4705 -1.5226 -1.8774 -0.12 -0.67 0.27 -0.083
C 1.4940 -2.1341 -2.6132 0.50 -0.23 -0.34 0.871
C 1.0158 -1.4495 -3.9353 -0.52 -0.60 0.72 -0.212
N 1.7063 -2.0437 -5.2544 0.19 1.45 1.12 0.537
C 3.2123 -2.1678 -4.8771 -1.21 0.12 -1.34 -1.240
C 1.0843 -3.4370 -5.5663 0.69 0.43 -0.30 -0.357
C 1.7500 -4.1990 -6.7273 -0.01 0.11 0.45 -1.289
C 1.6273 -1.0032 -6.4916 -1.63 -1.39 -0.75 -0.754
C 0.2854 -1.1185 -7.3355 0.92 0.18 1.43 -0.744
O -0.7556 -1.0239 -6.4099 -0.17 0.20 0.74 0.045
C -2.0987 -1.1133 -6.9317 1.37 0.40 -0.12 -0.876
H 1.1176 -1.8268 -1.6376 -0.90 1.03 -0.51 -0.192
H 2.5670 -2.0272 -2.4540 -0.03 -0.22 -0.26 -0.752
H 1.2200 -3.1883 -2.5705 0.26 -0.20 -0.47 -0.057
H 1.0808 -0.3638 -3.8632 1.09 -0.04 -0.50 -0.035
H -0.0716 -1.5232 -3.9523 0.03 -0.72 -0.78 0.413
H 3.5312 -1.1683 -4.5813 0.12 -0.13 -0.05 0.327
H 3.6846 -2.4737 -5.8106 0.32 0.01 0.33 0.614
H 3.3710 -2.8933 -4.0792 -0.17 0.04 -0.36 0.393
H 0.0322 -3.2205 -5.7519 0.08 -0.14 0.10 0.405
H 1.2337 -4.0000 -4.6450 -0.28 0.07 0.02 0.261
H 1.2350 -5.1395 -6.9229 -0.63 0.28 -0.04 0.414
H 2.7312 -4.6018 -6.4759 0.30 0.62 -0.01 0.376
H 1.7589 -3.6037 -7.6403 0.21 -0.27 0.00 0.284
H 2.3878 -1.2940 -7.2163 0.43 0.11 0.49 0.434
H 1.7384 0.0335 -6.1739 0.27 -0.37 0.55 0.441
H 0.3056 -2.0472 -7.9057 -0.32 -0.16 -0.03 0.353
H 0.2176 -0.2854 -8.0351 0.43 0.08 -0.23 0.540
H -2.1320 -2.0894 -7.4156 -1.00 -0.05 0.22 0.314
H -2.2602 -0.3293 -7.6715 -0.06 -0.01 -0.17 0.312
H -2.7120 -0.8842 -6.0602 -0.36 -0.71 -0.32 0.235
C -1.3858 -5.0261 -1.6919 -0.63 -1.43 0.75 -0.992
N -1.5353 -6.4395 -1.0114 1.64 1.50 -1.01 0.129
C -1.8943 -7.4930 -2.0650 -0.20 0.40 1.19 -0.836
C -0.1280 -6.7349 -0.3962 -1.68 0.19 0.66 -0.721
C -2.5964 -6.4295 0.1364 -0.06 0.91 -0.45 -0.887
C -2.8280 -5.0640 0.8755 0.40 -2.36 0.71 -0.353
O -1.6838 -4.6546 1.6084 0.13 -0.58 -1.29 -0.484
H -2.3442 -4.6844 -2.0829 -0.04 -0.27 0.05 0.424
H -0.6907 -5.1781 -2.5176 0.06 0.15 0.20 0.604
H -1.0574 -4.3250 -0.9246 0.18 -0.05 -0.14 0.131
H -1.1755 -7.6716 -2.8647 0.53 0.41 0.48 0.342
H -2.8088 -7.1604 -2.5562 -0.22 -0.39 0.38 0.382
H -1.9645 -8.3689 -1.4201 -0.54 -0.39 -0.72 0.432
H -0.2097 -7.7446 0.0060 0.27 0.13 0.11 0.473
H -0.0677 -5.9797 0.3874 0.04 -0.42 0.22 0.255
H 0.7586 -6.6368 -1.0226 -0.63 -0.05 -0.72 0.288
H -2.4062 -7.2379 0.8424 0.66 0.11 -0.10 0.412
H -3.5543 -6.7040 -0.3053 0.06 0.13 -0.36 0.420
H -3.5107 -5.3938 1.6587 -0.78 0.04 -0.24 0.474
H -3.3583 -4.3718 0.2215 0.58 0.53 0.08 0.337
H -1.7973 -3.7143 1.7651 0.00 1.25 0.04 0.417
C -6.6029 -1.9663 5.2513 1.33 0.99 -1.14 -0.873
N -5.4773 -2.3078 4.2261 -0.54 0.33 -1.65 0.225
C -4.2722 -2.9080 4.9402 -1.53 -0.66 1.06 -0.886
C -6.1339 -3.3295 3.2054 0.81 0.09 1.85 -0.800
C -4.9068 -1.0674 3.4157 -1.31 0.31 0.91 0.009
C -5.8489 0.1771 3.1811 0.35 -1.82 0.31 -0.845
O -7.0397 -0.2470 2.5465 0.65 0.08 0.16 -0.538
H -7.3941 -1.4161 4.7421 0.07 -0.40 -0.30 0.358
H -6.1264 -1.2225 5.8899 -0.21 -0.53 0.68 0.387
H -7.0081 -2.8710 5.7046 0.44 0.15 0.16 0.381
H -4.6718 -3.7794 5.4590 0.19 -0.49 -0.42 0.491
H -4.0164 -2.3107 5.8155 0.22 0.66 -0.49 0.412
H -3.4092 -3.1608 4.3244 -0.40 0.30 -0.30 0.164
H -6.1482 -4.2607 3.7717 -0.16 -0.07 -0.07 0.469
H -5.5026 -3.4997 2.3332 -0.15 0.52 0.04 0.237
H -7.1660 -3.0289 3.0251 0.39 0.25 -0.35 0.307
H -4.5177 -1.4935 2.4909 0.00 0.16 0.14 -0.115
H -4.0884 -0.6937 4.0311 0.16 -0.15 -0.15 0.428
H -5.2353 0.8546 2.5873 -0.03 0.10 -0.49 0.372
H -6.0124 0.7034 4.1216 -0.32 -0.16 0.23 0.406
H -7.7704 0.3372 2.7621 -0.15 0.18 -0.06 0.375
C -3.3944 5.9107 2.8481 -0.40 -0.17 0.58 -0.901
N -3.0313 4.7277 3.7448 2.72 -0.43 -1.11 0.158
C -1.9535 3.9409 2.9694 -0.93 -0.47 1.38 -1.372
C -2.3393 5.3137 5.0242 -1.75 -0.22 -1.02 -0.833
C -4.1698 3.6910 3.9404 -0.18 1.53 0.20 -0.189
C -5.2767 4.3054 4.7569 -1.57 -0.27 -0.42 -0.956
O -5.0747 4.3290 6.1304 0.88 0.65 0.12 -0.452
H -3.8354 6.7083 3.4460 -0.25 -0.24 0.00 0.436
H -4.0866 5.5696 2.0783 0.08 0.08 0.05 0.361
H -2.4995 6.3445 2.4019 0.08 -0.38 0.07 0.363
H -1.0212 4.4980 2.8757 -0.49 0.37 -0.63 0.587
H -2.4743 3.5249 2.1070 0.65 0.42 -0.44 0.532
H -1.6834 3.0863 3.5897 -0.12 -0.08 0.13 0.350
H -1.5366 5.9904 4.7311 -0.11 -0.17 -0.29 0.389
H -1.9583 4.5106 5.6551 -0.38 0.12 0.02 0.332
H -3.1790 5.8924 5.4090 0.52 -0.12 0.94 0.420
H -3.7282 2.7866 4.3587 0.03 0.12 0.07 0.397
H -4.5943 3.4987 2.9550 0.38 -0.09 -0.18 0.219
H -6.2704 3.8837 4.6061 0.10 -1.18 -0.55 0.410
H -5.5531 5.2480 4.2843 0.69 0.87 0.74 0.392
H -4.8462 3.4279 6.3701 -0.16 -0.07 0.55 0.354